Below is a 4-piece molecular cluster, H8O4 overall, with properties calculated with the ωB97M-V functional and the def2-TZVPD basis.

SMILES: O.O.O.O
HOMO in Eh: -0.4158
Energy above the lowest of the compared OMol25 structures with the same formula, charge and spin in eV: 1.197
Frontier orbital gap in eV: 12.080

```
! RIJCOSX wB97M-V def2-TZVPD def2/J DEFGRID3
* xyz 0 1
O 7.16602 -2.23412 -0.70014
H 6.24110 -1.99378 -0.83596
H 7.61205 -1.37752 -0.71278
O -15.62483 -3.59151 -1.26758
H -14.66556 -3.54788 -1.32364
H -15.96308 -2.85797 -1.80004
O 3.61357 -0.27887 -1.91779
H 3.20361 -0.21940 -2.78005
H 2.97456 -0.31966 -1.20182
O 5.02911 5.82760 4.03595
H 4.91625 6.73049 4.35097
H 4.53256 5.77282 3.21204
*
```